C63H119N14O5 | ωB97M-V with the def2-TZVPD basis set

The calculation puts the total energy at -98283.7465 eV. The value obtained for the molecular weight is 1152.738 g/mol. For the max |F|, the calculation gives 6.22 eV/Å. Its multiplicity is 1. As for the gap between HOMO and LUMO: 2.97 eV. The charge is +7.

Each line ends with the Mulliken charge.
Positions of all 201 atoms, in Å:
1 H -1.284617 8.000477 -3.146100  0.38
2 N 5.254733 -6.381123 5.946150  0.15
3 H 11.266973 -4.034733 -1.200870  0.37
4 H 5.788333 -4.847713 7.281720  0.31
5 C -1.549097 2.981207 -9.177210  -0.28
6 H 3.504863 3.998517 3.415190  0.33
7 O 1.347693 -2.387543 -1.060060  -0.77
8 C -5.193077 4.205717 5.582630  -0.46
9 H -3.448987 -4.016743 2.629110  0.34
10 C -3.146977 -7.560263 -6.081720  -0.06
11 H -3.511987 4.399657 -12.391620  0.36
12 H -0.524197 -6.011533 -5.032170  0.36
13 H 1.513333 11.418307 -2.343210  0.37
14 C -6.749947 6.030847 6.319210  -1.13
15 C -2.457117 4.158397 -12.522560  -0.74
16 H -4.009197 11.606797 -1.919580  0.35
17 C -0.126207 -3.855473 9.945170  -0.78
18 C -0.530327 -8.267043 7.440460  -0.16
19 C -0.024317 0.837887 -1.330380  0.27
20 H 5.511803 7.126757 4.048490  0.38
21 C 0.211023 1.267887 -9.399550  -0.44
22 H 6.072323 -6.472123 7.888580  0.37
23 C 7.162763 -1.997383 -3.206580  -0.59
24 N -1.950167 3.548757 -11.316720  0.14
25 H -7.178417 6.950997 5.921900  0.44
26 C 7.488213 -0.142463 -4.857470  -0.53
27 H -2.970657 4.581287 -9.855420  0.41
28 N -4.393497 -7.085943 -5.860330  0.18
29 H 5.415393 -5.021763 2.427630  0.29
30 H 5.816143 4.789007 3.273130  0.41
31 H -7.456247 3.878447 3.170300  0.32
32 C -4.210197 11.016907 -2.813850  -0.60
33 H -5.201667 -5.892263 -4.318700  0.43
34 H 0.181363 -4.315813 10.884100  0.30
35 H -5.169837 -4.361603 2.722660  0.31
36 H -2.256477 3.452217 -13.328260  0.29
37 H -0.732477 12.281447 -3.995620  0.23
38 H 7.087913 0.835377 -4.589690  0.28
39 C 8.701783 -0.248893 -3.925200  -0.65
40 H -5.399967 -8.067283 -7.460820  0.28
41 H -2.735397 -8.362463 0.214350  0.48
42 H 5.925913 7.334477 5.763050  0.32
43 H 9.498393 -3.679913 -3.078950  0.28
44 C -3.305477 -7.576323 0.687000  -0.59
45 H -6.502487 -8.872503 0.697730  0.31
46 H 0.207823 -0.497983 -8.079250  0.36
47 H -7.496117 6.430867 9.700840  0.39
48 C -3.725997 11.653267 -4.097230  -0.42
49 C 0.755103 12.190077 -2.475730  -1.34
50 H -5.705217 -9.320383 -5.472160  0.33
51 H -4.756267 -2.353563 0.959170  0.40
52 H 6.223523 -7.759113 1.367510  0.38
53 N -4.652007 -7.822033 0.950470  0.17
54 C -1.043757 2.450747 -11.248970  -0.15
55 H 0.574463 -3.046063 9.740230  0.33
56 H 10.624053 -2.313383 -3.643380  0.25
57 C -4.320087 -4.307833 2.042120  -0.52
58 H 7.571383 -6.647673 1.995460  0.34
59 H -3.983127 6.579157 6.176520  0.46
60 C -6.372277 -8.502593 -5.744840  -1.09
61 N 5.407273 -6.472883 3.700240  0.22
62 H 0.938653 1.738447 -8.738310  0.34
63 H -5.194847 4.103287 6.667810  0.27
64 H -3.930807 8.781947 -3.037800  0.43
65 H -7.224307 -8.978303 -6.230490  0.38
66 H -5.561327 -3.653473 0.264580  0.33
67 H -0.641897 -6.055043 5.731280  0.50
68 H 6.302223 -1.983983 -5.157520  0.37
69 H -0.666127 9.928847 -2.055230  0.33
70 H 6.408683 3.927177 4.334630  0.36
71 H -1.480947 2.887807 -8.103420  0.47
72 H 7.649383 -2.836253 -3.704160  0.23
73 C -2.999117 -6.192283 -4.414120  -0.43
74 O -0.828417 2.195797 0.589530  -0.81
75 H -1.172977 0.496147 -7.982410  0.33
76 H 1.306683 12.943117 -3.038570  0.36
77 C -4.519927 6.660427 5.231340  -1.12
78 H 6.537323 -2.425433 -2.423190  0.48
79 H -5.797097 3.811937 2.781210  0.38
80 H -7.466827 5.244197 6.083910  0.47
81 C -1.667017 8.493157 -4.040040  -1.00
82 C 5.187953 -7.659503 5.555510  -0.56
83 H -6.933577 -7.952853 -4.989310  0.32
84 H -4.993327 7.641877 5.204230  0.40
85 H 0.415683 12.486267 -1.483170  0.36
86 H 9.181713 0.678457 -3.612500  0.44
87 C -0.553507 -5.823733 6.782510  -0.39
88 H -0.815137 -8.747963 9.509480  0.33
89 C 11.516613 -3.438143 -2.078290  -1.40
90 H -5.829197 7.186337 7.726490  0.36
91 H -8.223747 7.278407 8.358270  0.37
92 C -0.242807 1.126457 0.169590  0.54
93 C -6.471937 4.071477 3.596890  -0.57
94 H -5.129057 -9.783593 1.441450  0.34
95 H -3.781577 -3.305493 0.106150  0.34
96 H -4.157557 4.199277 5.242410  0.44
97 H -1.013807 8.593407 -4.906850  0.33
98 H 8.494073 0.486537 -1.183890  0.33
99 H -6.222937 -6.615693 -6.776450  0.34
100 H 0.567213 -0.773853 -2.685110  0.39
101 N -2.210487 9.843817 -3.617960  0.08
102 C -0.450937 -6.239243 9.018080  -0.13
103 C -0.207847 11.529887 -3.405700  -0.46
104 C 5.444913 -6.105183 2.311810  -0.33
105 C -4.314907 -6.310233 -4.771870  -0.56
106 N 8.253933 -1.071043 -2.631070  0.25
107 C 10.238663 -2.921283 -2.824840  -0.06
108 C 5.371683 -5.853903 7.327320  -0.79
109 H -5.284877 10.852957 -2.893110  0.33
110 H -0.235527 0.503607 2.207120  0.42
111 H -3.099037 9.344637 -1.720210  0.36
112 H 7.366733 -0.877093 -0.825360  0.42
113 H -0.630687 1.935817 -12.103730  0.35
114 H 5.351993 -4.568663 4.706770  0.33
115 C -5.645437 -7.513173 -6.554830  -0.45
116 H -2.004567 -5.665183 0.949740  0.62
117 H -8.389747 5.522087 8.597570  0.37
118 H 6.989123 6.566937 4.435810  0.39
119 H -0.482307 -7.658113 -4.413120  0.31
120 C 6.009903 6.669537 4.903450  -1.11
121 C -5.425937 -9.043213 0.698610  -0.80
122 H 4.504023 -6.439423 1.874650  0.30
123 H 6.756123 0.323137 -1.877880  0.38
124 H -0.473817 -3.600793 7.162650  0.47
125 H -3.410487 9.852727 -5.321200  0.46
126 H -0.244387 -6.738883 9.953010  0.28
127 N -0.505287 -6.839223 7.766830  0.27
128 H -1.975137 5.122637 -12.683920  0.32
129 H -7.048897 3.069967 5.589470  0.35
130 H -1.776777 11.292807 -2.124230  0.34
131 H -5.793017 2.334207 4.694100  0.41
132 O 4.432213 5.280817 6.136640  -0.41
133 C -1.177777 10.613937 -2.731220  -0.46
134 H -1.058837 -8.446853 6.504280  0.31
135 N -4.080867 -5.645493 1.573390  0.24
136 N -0.765627 2.170067 -9.923460  0.21
137 C 4.342323 3.367837 3.713510  -0.73
138 H 0.798563 0.838247 -10.210920  0.27
139 C 0.871133 -1.324653 -0.686950  0.56
140 H 4.394183 -5.957793 7.798290  0.30
141 C -2.926597 -6.225313 0.999770  -0.41
142 C -0.828937 -7.037353 -5.239320  -0.79
143 H 7.670623 -0.176683 -5.931550  0.42
144 H 9.118183 -2.142933 -1.069760  0.45
145 H -2.512827 7.919577 -4.419130  0.46
146 C -2.872727 10.631827 -4.780900  -0.69
147 H 0.476743 -8.676413 7.360850  0.24
148 C 7.689833 -0.143443 -1.563920  -0.99
149 C 5.154843 5.387717 5.117370  0.59
150 H -4.583097 11.826727 -4.747910  0.42
151 H 5.249763 -8.440993 6.298380  0.48
152 H 5.502513 -0.806583 -4.183380  0.32
153 H -1.101197 -3.394653 10.103730  0.36
154 H 9.458173 -0.896563 -4.368490  0.26
155 C -6.240087 3.307097 4.898320  -0.72
156 C -6.320167 5.526697 3.882870  -0.41
157 C 5.247283 -5.640703 4.785240  -0.17
158 C -4.629797 -3.421413 0.780810  -1.06
159 H 4.655593 2.834297 2.816120  0.35
160 C -3.406677 9.679937 -2.710680  -0.66
161 H -5.248057 -9.432123 -0.303990  0.34
162 C -2.331967 3.727407 -10.026800  -0.50
163 H 12.070713 -4.068203 -2.774050  0.38
164 H 5.312493 -8.609713 3.570630  0.42
165 H -2.465887 -5.619063 -3.670160  0.58
166 N 5.501423 4.305137 4.101940  -0.20
167 H 0.306053 10.914627 -4.144260  0.39
168 H 10.157413 -0.948823 -1.841880  0.36
169 H -2.953167 -8.206783 -6.924830  0.37
170 C 0.741053 -1.030103 0.884270  0.31
171 N -0.269517 -4.888903 8.866640  0.15
172 N -2.267627 -6.963473 -5.242630  0.15
173 O -0.429327 1.597927 -2.312780  -0.80
174 C 6.585583 -6.745713 1.540830  -1.12
175 H 12.195963 -2.671373 -1.705920  0.37
176 H -3.088037 12.535057 -4.037630  0.24
177 H -0.923697 -0.669603 -9.327720  0.32
178 O 1.345553 -1.746293 1.645980  -0.73
179 C 9.499673 -1.797293 -2.030540  -0.74
180 H -2.016747 11.136027 -5.229450  0.40
181 H -5.643417 5.850117 3.091980  0.26
182 C -0.460887 0.094727 -8.703450  -1.08
183 C 6.488303 -1.212603 -4.410210  -0.68
184 C -6.371837 6.244287 7.805040  -0.15
185 H -1.414447 -10.017993 8.523230  0.40
186 H 4.016323 2.753667 4.552920  0.31
187 C -0.413307 -4.626753 7.494540  -0.58
188 H -3.700607 6.513137 4.527690  0.39
189 H -5.826267 5.411767 8.249300  0.32
190 H -2.413887 -8.713913 8.657110  0.35
191 C -5.109177 -6.647723 1.569560  -0.21
192 C -1.348797 -8.931293 8.576900  -1.24
193 H -0.384917 -7.429153 -6.154440  0.32
194 C 0.451773 -0.398863 -1.678900  -0.47
195 C 5.234363 -7.732743 4.196100  -0.27
196 H -6.123857 -6.540383 1.923530  0.38
197 C 0.031993 0.247527 1.192590  -0.89
198 C -7.697877 6.363667 8.631790  -1.39
199 H 6.622753 -6.333073 0.532640  0.36
200 H -7.250277 6.094097 3.850390  0.29
201 N -5.666727 5.627427 5.250640  0.27

Cartesian forces, eV/Å:
H 0.37 0.03 -0.39
N -0.22 2.38 -2.27
H -0.15 -0.15 -0.09
H -0.43 -0.05 0.09
C -0.90 0.24 0.22
H 0.15 0.17 0.16
O 0.83 -2.13 0.38
C -0.40 0.80 0.35
H -0.02 0.37 -0.28
C -0.23 0.57 -0.95
H -0.04 -0.48 -0.17
H 0.48 -0.16 -0.29
H 0.30 0.05 0.65
C -0.06 -0.54 -1.16
C -0.20 0.43 -0.24
H -0.18 0.16 -0.16
C -0.72 -0.29 0.21
C -1.66 -0.99 1.32
C -1.75 1.58 -3.40
H -0.49 0.61 -0.02
C 1.02 -2.38 -0.19
H 0.03 -0.06 -0.22
C 0.41 0.71 -0.97
N 2.68 -4.99 1.64
H 0.01 0.07 0.07
C -0.36 0.80 1.40
H -0.19 -0.32 0.53
N 1.30 -1.60 -0.45
H 0.26 0.16 -1.02
H -0.51 0.66 -0.72
H -0.12 -0.08 0.14
C 0.45 -0.88 0.83
H 0.19 0.15 -0.08
H -0.04 -0.25 -0.24
H 0.01 0.13 -0.08
H -0.31 0.40 -0.15
H -0.28 0.08 0.07
H -0.41 0.06 -0.58
C 0.34 -1.78 0.24
H 0.59 0.77 -0.33
H 0.17 0.21 0.08
H 0.26 -0.30 -0.12
H 0.57 -0.19 -0.32
C 0.41 1.76 -0.28
H 0.17 0.35 0.52
H 0.51 0.35 -0.10
H 0.40 0.26 -0.07
C -0.18 0.12 -0.98
C 1.59 -0.99 -0.17
H -0.19 0.18 0.68
H -0.14 0.02 1.03
H 0.85 -0.36 0.19
N 0.77 4.60 1.69
C -0.68 1.96 0.98
H 0.14 -0.47 -0.64
H -0.11 -0.92 -0.80
C -0.45 1.36 -1.06
H -0.19 -0.29 0.08
H -0.38 0.02 0.33
C -1.64 -0.32 0.95
N -1.65 -0.06 3.78
H -0.41 0.48 -0.02
H 0.11 0.07 -0.10
H -0.41 0.32 -0.58
H 0.29 0.08 -0.82
H 0.23 -0.71 0.01
H -0.04 0.15 0.21
H 0.11 0.21 -0.19
H -0.27 -0.40 -0.28
H 0.15 -1.14 1.02
H -0.34 0.38 -0.08
H 0.40 0.10 0.39
C -0.37 0.67 0.87
O 0.83 -0.50 -1.90
H -0.34 -0.22 -0.09
H -0.32 0.45 0.46
C -0.50 -0.53 1.44
H -0.12 0.49 0.03
H 0.31 -0.44 0.46
H -0.32 0.03 0.72
C -1.03 0.64 -0.22
C 0.35 -1.82 0.31
H 0.59 -0.50 1.03
H 0.24 -0.05 -0.38
H -0.26 0.33 -0.35
H -0.27 -0.05 0.06
C 0.61 0.86 3.08
H -0.39 -0.02 0.18
C -0.94 -0.28 -0.01
H 0.26 -0.12 1.06
H -0.15 -0.11 -0.02
C -2.34 3.12 1.41
C -1.71 -1.20 -0.47
H -0.26 -0.04 -0.11
H 0.08 -0.91 -0.20
H -0.17 -0.67 -0.34
H 0.51 0.15 0.55
H -0.36 0.15 -0.17
H 0.17 -0.09 -0.11
H -0.12 0.42 -0.23
N 0.09 -0.17 1.12
C 1.72 0.57 -1.90
C -0.84 -0.48 -1.82
C -0.34 1.08 -0.23
C -0.15 1.43 1.33
N 0.11 0.47 -2.06
C 0.14 2.21 0.93
C -0.06 -0.55 -0.39
H 0.15 -0.24 0.33
H 0.14 0.10 0.08
H 0.30 0.65 0.15
H 0.14 0.38 0.55
H 0.09 0.14 0.09
H -0.14 -0.07 0.20
C 0.61 -0.11 -1.03
H 0.00 -0.24 -0.20
H 0.22 -0.16 -0.68
H 0.38 -0.51 0.76
H -0.11 -0.05 -0.01
C -1.55 -0.93 -1.10
C 0.05 -0.43 -0.08
H -0.05 0.29 -0.08
H 0.47 0.42 -0.41
H 0.17 -0.15 -0.14
H 0.24 0.34 -0.42
H -0.39 -0.10 -0.10
N -0.20 2.70 0.36
H 0.33 -0.21 -0.13
H -0.41 0.57 -0.41
H -0.26 -0.37 0.26
H 0.09 0.00 -0.07
O 2.63 -0.94 -5.56
C -1.05 1.07 0.09
H 0.19 0.51 -0.12
N -1.92 -5.60 -0.79
N -1.19 1.76 -3.59
C 0.32 0.38 -0.15
H -0.03 0.44 -0.28
C -0.53 0.94 -0.19
H 0.13 0.49 0.06
C -3.02 -2.39 0.55
C 0.82 0.18 0.62
H 0.47 0.03 0.29
H 0.16 -0.17 0.09
H -0.10 -0.03 0.18
C 2.00 -0.54 1.14
H -0.03 0.16 0.16
C -0.10 -1.98 -0.28
C -0.21 2.24 5.64
H 0.17 0.56 0.01
H -0.22 -0.14 -0.23
H 0.17 0.11 0.27
H 0.00 -0.11 -0.02
H 0.06 0.18 0.02
C 1.94 -0.29 -0.09
C 0.40 0.44 -0.17
C 1.75 -0.72 -0.20
C 0.41 1.07 0.63
H 0.01 -0.32 0.39
C -0.60 -0.69 0.17
H 0.50 0.17 0.08
C 0.42 1.78 0.69
H -0.01 0.02 0.10
H -0.12 0.09 0.08
H -0.47 0.09 0.10
N -1.66 0.14 -0.14
H 0.55 0.23 -0.16
H 0.28 -0.20 0.10
H 0.42 0.00 0.18
C -1.18 3.80 -1.78
N -0.80 -1.51 -1.46
N -1.92 -1.57 -1.81
O 0.73 -0.37 2.94
C -0.67 0.12 -0.32
H -0.22 0.34 -0.36
H -0.61 0.29 0.52
H -0.24 0.56 -0.42
O 0.59 -1.67 1.65
C -0.60 0.12 0.60
H -0.39 -0.53 -1.04
H 0.05 0.91 0.54
C -0.22 -0.30 1.18
C -0.11 -1.08 1.04
C -1.27 -0.57 -1.01
H 0.62 -0.11 -0.43
H 0.46 0.02 -0.15
C -0.08 -0.86 -0.21
H -0.81 -0.29 -0.73
H 0.47 0.24 -0.27
H 0.21 0.96 -0.19
C 2.85 0.06 -1.59
C 0.62 -1.10 0.14
H -0.42 0.23 -0.06
C 0.80 -1.11 1.93
C 0.86 -0.84 0.07
H 0.13 0.28 0.03
C 2.10 -4.41 -0.68
C 0.46 0.64 0.09
H 0.00 0.27 0.10
H 0.20 0.06 0.22
N 1.06 0.99 0.59